3 unconnected molecules or ions with the total composition C3H10NO2, computed with the ωB97M-V functional and the def2-TZVPD basis.

Properties
Relative energy (zero: lowest compared OMol25 entry of this formula, charge and spin), kcal/mol: 47.85
Frontier orbital gap, eV: 9.653
E_LUMO, eV: -4.7
Total charge: +1

```
16
Properties=species:S:1:pos:R:3:mulliken_charge:R:1
C -0.1143 -0.5302 -1.4729 0.157
C 1.1591 -0.3991 -1.1543 -0.830
C -0.9945 -1.3651 0.5812 -0.120
N -1.1402 -1.1034 -0.6635 0.032
H -0.5368 -0.1348 -2.3865 0.354
H 1.6459 -0.9031 -0.3263 0.235
H 1.9408 0.0381 -1.7570 0.296
H -1.7142 -1.8428 1.2309 0.342
H -0.0236 -1.1954 1.0187 0.158
H -1.9862 -1.3462 -1.1570 0.305
H 1.9292 2.3579 0.1628 0.324
H 2.4526 1.5009 1.3603 0.293
O 1.7420 1.5847 0.7226 -0.599
H -0.3358 1.5842 1.0358 0.347
H -1.1297 0.9231 2.1803 0.323
O -1.0654 0.9908 1.2301 -0.619
```

---

A gas-phase ion, C3H10NO2 (charge +1), computed with the ωB97M-V functional and the def2-TZVPD basis.

Properties
Relative energy (zero: lowest compared OMol25 entry of this formula, charge and spin), kcal/mol: 142.64
Frontier orbital gap, eV: 11.172
E_LUMO, eV: -3.3
Total charge: +1

```
16
Properties=species:S:1:pos:R:3:mulliken_charge:R:1
C -0.9205 -1.1219 0.6165 -0.831
C -0.8185 1.3892 0.1091 -0.729
C 0.9274 -0.1541 -0.8568 -0.275
N -0.4584 -0.0987 -0.3975 -0.133
O 3.0779 -0.5462 0.3031 -0.383
O 1.8533 0.0399 0.5478 -0.170
H -1.8709 -1.0045 1.0580 0.387
H -0.8959 -2.1786 0.1900 0.326
H -0.2512 -0.9606 1.4747 0.359
H -0.0171 2.1219 -0.2823 0.294
H -1.8435 1.5660 -0.0669 0.399
H -0.3682 1.5092 1.1754 0.329
H 1.0171 0.8886 -1.2823 0.322
H 1.2710 -0.9566 -1.4904 0.389
H -1.1338 -0.1156 -1.1505 0.370
H 3.7942 0.0953 0.1736 0.345
```

---

2 unconnected molecules or ions with the total composition C3H10NO2, computed with the ωB97M-V functional and the def2-TZVPD basis.

Properties
Relative energy (zero: lowest compared OMol25 entry of this formula, charge and spin), kcal/mol: 16.24
Frontier orbital gap, eV: 11.325
E_LUMO, eV: -3.5
Total charge: +1

```
16
Properties=species:S:1:pos:R:3:mulliken_charge:R:1
O -0.7220 0.4904 -2.1621 -0.449
C -0.4414 1.1699 -1.2314 -0.021
C 0.5972 0.7258 -0.1819 0.280
C 0.2717 1.1326 1.2328 -1.421
N 0.7505 -0.7588 -0.3857 -0.179
H -0.9486 2.1300 -1.0176 0.389
H 1.4800 1.2284 -0.6026 0.280
H -0.7709 0.8980 1.4477 0.366
H 0.4965 2.1696 1.4403 0.398
H 0.8881 0.4992 1.8852 0.406
H 1.7440 -0.9568 -0.5082 0.381
H 0.2161 -1.0438 -1.2190 0.392
H 0.3354 -1.2516 0.4243 0.220
H -0.7826 -1.6623 2.7396 0.308
H -0.5173 -2.9756 2.0114 0.296
O -0.4896 -2.0187 1.9041 -0.645
```

---

A molecular structure, C3H10NO2PS, computed with the ωB97M-V functional and the def2-TZVPD basis.

Properties
Relative energy (zero: lowest compared OMol25 entry of this formula, charge and spin), kcal/mol: 60.23
Frontier orbital gap, eV: 9.339
E_LUMO, eV: 0.7

```
18
Properties=species:S:1:pos:R:3:mulliken_charge:R:1
C 2.2910 0.1453 0.0100 -0.997
C 0.1965 -1.4018 -1.8506 -1.028
C -1.8300 0.8361 2.1665 -0.806
N 0.0638 1.4452 -1.1808 -0.766
O -0.3659 -0.3824 0.4936 -0.314
O -2.6649 -1.0841 0.6897 -0.553
P 0.6048 0.0243 -0.7275 0.878
S -1.9519 0.1355 0.4409 0.558
H 2.3548 -0.5706 0.9275 0.300
H 3.1648 -0.2554 -0.6910 0.332
H 2.4927 1.2044 0.3366 0.306
H 0.1872 -1.1765 -2.8956 0.344
H 0.7435 -2.1963 -1.5395 0.367
H -0.8062 -1.5347 -1.5575 0.314
H -0.9170 1.4431 1.9925 0.257
H -1.6655 0.0442 2.8794 0.293
H -2.6718 1.5571 2.3623 0.328
H 0.7742 1.7667 -1.8566 0.190
```

---

C3H10NO2PS in the gas phase, computed with the ωB97M-V functional and the def2-TZVPD basis.

Properties
<S²>: 2.010
2S+1: 3
Relative energy (zero: lowest compared OMol25 entry of this formula, charge and spin), kcal/mol: 57.39
Frontier orbital gap (spin up / spin down), eV: 4.592 / 7.391
E_LUMO (spin up / spin down), eV: 0.7 / -2.4

```
18
Properties=species:S:1:pos:R:3:lowdin_spin:R:1
C 0.9592 -0.0559 -2.0083 0.036
C -1.0392 1.8276 -1.2675 0.014
C 0.5586 -1.4845 2.6263 0.219
N -0.3611 -0.2175 0.8353 0.267
O -1.5883 -0.8360 -1.1272 0.013
O 0.9595 1.1681 2.5851 0.534
P -0.4585 0.2250 -0.7194 0.061
S 1.0907 -0.0004 1.6937 0.785
H 1.7964 -0.4806 -1.6128 0.008
H 0.5156 -0.6801 -2.7686 0.004
H 1.3069 0.9244 -2.4313 0.003
H -0.3463 2.6501 -0.9553 0.006
H -1.1607 1.9278 -2.2819 0.002
H -1.9167 2.0291 -0.6722 0.001
H -0.5685 -1.6913 2.5953 0.034
H 0.8237 -1.5449 3.7398 0.005
H 0.9938 -2.4735 2.1875 0.002
H -1.5652 -1.2876 -0.4184 0.005
```

---

A gas-phase ion, C3H10NO3 (charge +1), computed with the ωB97M-V functional and the def2-TZVPD basis.

Properties
Relative energy (zero: lowest compared OMol25 entry of this formula, charge and spin), kcal/mol: 40.28
Frontier orbital gap, eV: 11.903
E_LUMO, eV: -3.6
Total charge: +1

```
17
Properties=species:S:1:pos:R:3:mulliken_charge:R:1
C 1.2302 -0.5389 -1.1954 -1.317
C -0.1188 0.0192 -0.6106 0.097
C -0.5156 -0.4729 0.7886 0.688
N 0.1090 1.5868 -0.5422 -0.352
O -0.1439 -1.7353 0.9756 -0.529
O -1.9292 -0.4343 0.7905 -0.582
O -0.1091 0.3298 1.9000 -0.624
H 1.9443 -0.7275 -0.3658 0.342
H 1.7010 0.0299 -2.0411 0.489
H 0.9287 -1.4901 -1.6336 0.305
H -0.9228 -0.1822 -1.3361 0.308
H 0.9457 1.9195 -1.1450 0.366
H 0.1920 1.7509 0.4738 0.373
H -0.8018 2.1183 -0.6993 0.387
H -0.8302 -2.3407 0.7178 0.348
H -2.2504 0.2748 1.4186 0.339
H 0.5707 -0.1074 2.5041 0.359
```

---

2 unconnected molecules or ions with the total composition C3H10NOS, computed with the ωB97M-V functional and the def2-TZVPD basis.

Properties
Relative energy (zero: lowest compared OMol25 entry of this formula, charge and spin), kcal/mol: 49.54
Frontier orbital gap, eV: 5.780
E_LUMO, eV: 3.2
Total charge: -1

```
16
Properties=species:S:1:pos:R:3:mulliken_charge:R:1
C 0.5464 3.1176 -0.2041 -0.746
S 1.3334 2.2774 1.1830 -0.126
C 1.0753 0.5625 0.7384 -0.792
H -0.1613 2.5035 -0.7452 0.284
H 0.2384 4.0738 0.2142 0.248
H 1.3720 3.4207 -0.8624 0.227
H 1.2892 -0.0848 1.5835 0.347
H 1.6551 0.2262 -0.1125 0.372
H 0.0232 0.4218 0.4982 0.152
N -1.8929 -2.1124 -0.8073 -0.722
C -0.6102 -2.2759 0.0848 -0.222
O 0.5454 -2.1010 -0.5269 -0.801
H -2.3003 -3.0475 -0.7411 0.244
H -1.5585 -2.1157 -1.7676 0.220
H -0.6723 -3.2883 0.5600 0.166
H -0.8830 -1.5779 0.9050 0.148
```

---

2 unconnected molecules or ions with the total composition C3H10NOS, computed with the ωB97M-V functional and the def2-TZVPD basis.

Properties
Relative energy (zero: lowest compared OMol25 entry of this formula, charge and spin), kcal/mol: 40.13
Frontier orbital gap, eV: 6.510
E_LUMO, eV: 3.4
Total charge: -1

```
16
Properties=species:S:1:pos:R:3:mulliken_charge:R:1
C -2.0434 -1.0699 0.7196 -0.666
S -2.7864 0.1267 -0.4494 -0.189
C -1.3676 1.3188 -0.6269 -0.514
H -2.8450 -1.5613 1.2741 0.315
H -1.3870 -0.5236 1.3856 0.202
H -1.4738 -1.8071 0.1674 0.214
H -1.6208 1.8322 -1.5579 0.338
H -1.4237 2.0320 0.1897 0.255
H -0.4141 0.7994 -0.7125 0.020
N 3.0934 -0.3809 -0.4957 -0.903
C 1.8728 0.1108 0.3542 -0.350
O 0.8154 -0.6828 0.2136 -0.736
H 2.8066 -1.3593 -0.4646 0.306
H 2.7895 -0.1048 -1.4194 0.287
H 2.3202 0.1092 1.3649 0.211
H 1.6640 1.1606 0.0572 0.211
```

---

2 unconnected molecules or ions with the total composition C3H10NOS, computed with the ωB97M-V functional and the def2-TZVPD basis.

Properties
Relative energy (zero: lowest compared OMol25 entry of this formula, charge and spin), kcal/mol: 35.96
Frontier orbital gap, eV: 6.347
E_LUMO, eV: 3.9
Total charge: -1

```
16
Properties=species:S:1:pos:R:3:mulliken_charge:R:1
C -0.7661 -0.5033 0.2862 -0.466
C -1.6583 -0.1792 -0.9072 -0.656
S -0.9578 1.0059 -2.0819 -0.727
C -0.0776 0.5846 1.1595 -0.612
N 1.3080 0.1456 1.4911 -0.508
H 0.0855 -1.2164 -0.0153 0.287
H -1.5050 -1.1242 1.0383 0.215
H -2.6659 0.1662 -0.6379 0.253
H -1.8007 -1.0918 -1.6295 0.173
H -0.7034 0.6178 2.1027 0.273
H -0.0252 1.4128 0.5400 0.480
H 1.8711 0.9579 1.5598 0.174
H 1.3675 -0.3499 2.3136 0.175
H 1.6178 0.0501 -2.4388 0.311
H 1.7387 -0.0182 -0.9464 0.318
O 2.1716 -0.4576 -1.8343 -0.690
```

---

2 unconnected molecules or ions with the total composition C3H10NOS, computed with the ωB97M-V functional and the def2-TZVPD basis.

Properties
Relative energy (zero: lowest compared OMol25 entry of this formula, charge and spin), kcal/mol: 48.64
Frontier orbital gap, eV: 5.720
E_LUMO, eV: 3.1
Total charge: -1

```
16
Properties=species:S:1:pos:R:3:mulliken_charge:R:1
C 1.0789 0.4697 0.7956 -1.237
C 1.8634 1.5081 -0.0011 -0.245
S 3.5472 1.8117 0.7273 -0.298
H 0.0386 0.7951 0.7605 0.239
H 1.1097 -0.5882 0.5487 0.413
H 1.3260 0.4890 1.8637 0.404
H 1.3793 2.4759 0.1074 0.276
H 2.0027 1.2835 -1.0533 0.323
H 3.5822 0.6568 1.3477 0.102
N -3.2295 -1.1097 -0.6509 -0.723
C -1.6709 -1.2011 -0.8672 -0.156
O -1.0331 -1.6747 0.1723 -0.802
H -3.2866 -1.2041 0.3578 0.241
H -3.6609 -1.8350 -1.1845 0.214
H -1.4436 -0.1248 -1.0918 0.054
H -1.6034 -1.7520 -1.8321 0.195
```

---

2 unconnected molecules or ions with the total composition C3H10NOS, computed with the ωB97M-V functional and the def2-TZVPD basis.

Properties
Relative energy (zero: lowest compared OMol25 entry of this formula, charge and spin), kcal/mol: 22.64
Frontier orbital gap, eV: 6.952
E_LUMO, eV: 4.1
Total charge: -1

```
16
Properties=species:S:1:pos:R:3:mulliken_charge:R:1
C -0.4918 0.2023 0.5922 -0.460
C 0.2176 1.5432 0.3123 -0.695
S 1.7029 1.2900 -0.7808 -0.685
C 0.2061 -1.0268 1.2339 -0.292
N -0.6443 -2.2158 1.4329 -0.597
H -0.8110 -0.2467 -0.4509 0.134
H -1.4914 0.3900 1.0618 0.311
H 0.6809 1.9306 1.2098 0.289
H -0.5687 2.1191 -0.2164 0.257
H 0.5093 -0.8339 2.3862 0.192
H 1.0550 -1.1537 0.5928 0.279
H -1.2376 -2.4502 0.6389 0.205
H -0.0265 -3.0061 1.5645 0.220
H 0.8572 1.1204 -2.6203 0.208
H -0.4106 1.3766 -3.4124 0.278
O 0.4529 0.9609 -3.5445 -0.646
```

---

2 unconnected molecules or ions with the total composition C3H10NOS, computed with the ωB97M-V functional and the def2-TZVPD basis.

Properties
Relative energy (zero: lowest compared OMol25 entry of this formula, charge and spin), kcal/mol: 61.83
Frontier orbital gap, eV: 5.578
E_LUMO, eV: 3.0
Total charge: -1

```
16
Properties=species:S:1:pos:R:3:mulliken_charge:R:1
C 0.5722 0.6357 1.5327 -0.867
C 0.8175 -0.5940 2.3040 -0.389
S 0.9121 -0.4972 4.2965 -0.313
H -0.3756 1.0326 1.7825 0.340
H 1.3126 1.3368 1.7526 0.337
H 0.5748 0.3354 0.4449 0.196
H 1.8387 -0.9998 2.0426 0.281
H 0.0454 -1.3108 2.0385 0.346
H 0.1424 0.5851 4.5175 0.090
N -1.5304 -0.4858 -3.4109 -0.616
C -0.4992 0.3060 -2.6143 -0.288
O -0.0054 -0.1592 -1.4381 -0.782
H -1.7708 -1.3754 -2.9993 0.208
H -1.3433 -0.8795 -4.3466 0.184
H -0.9340 1.3490 -2.4591 0.170
H 0.2430 0.7209 -3.4435 0.104
```